Entry 1:
Density functional theory data (ωB97M-V/def2-TZVPD) for a single C4H9NOS molecule.

Last column: Mulliken charge in e.
Element x y z (Å)
S1 -1.386 0.071 2.368  -0.24
O1 0.046 2.385 -1.444  -0.54
N1 0.555 0.186 -1.268  -0.19
C1 1.034 -1.176 0.684  -1.35
C2 -1.056 0.314 0.582  -1.01
C3 0.408 0.130 0.181  0.54
C4 0.266 1.311 -1.961  -0.03
H1 0.690 -1.456 1.670  0.35
H2 -1.430 1.322 0.435  0.35
H3 0.517 -0.709 -1.728  0.26
H4 -1.696 -0.324 -0.027  0.40
H5 0.964 0.959 0.610  0.23
H6 0.315 1.138 -3.048  0.37
H7 2.113 -1.100 0.648  0.35
H8 -2.108 -1.051 2.281  0.13
H9 0.768 -2.000 0.017  0.37

Calculated values
E_LUMO: 0.740 eV
Frontier orbital gap: 9.86 eV
ΔE to the lowest compared entry with this formula, charge and spin: 13.5 kcal/mol
HOMO energy: -9.12 eV
SMILES string: C[C@H](CS)NC=O


Entry 2:
Density functional theory data (ωB97M-V/def2-TZVPD) for a single C4H9NOS molecule.

Last column: Mulliken charge in e.
Element x y z (Å)
S1 -1.829 0.236 0.240  0.39
O1 -2.718 0.145 -0.921  -0.60
N1 0.885 -0.298 -0.286  -0.41
C1 0.430 2.054 0.298  -1.12
C2 -0.102 0.785 -0.454  0.00
C3 -1.027 -1.427 0.561  -0.57
C4 0.147 -1.555 -0.424  -0.57
H1 0.659 1.919 1.384  0.35
H2 -0.398 -1.643 -1.535  0.28
H3 1.183 2.447 -0.468  0.30
H4 1.197 -0.347 0.731  0.30
H5 -0.436 1.178 -1.478  0.29
H6 -1.648 -2.353 0.471  0.37
H7 -0.808 -1.391 1.720  0.32
H8 -0.324 2.942 0.348  0.32
H9 0.797 -2.410 -0.223  0.36

Calculated values
E_LUMO: 0.733 eV
Frontier orbital gap: 9.51 eV
ΔE to the lowest compared entry with this formula, charge and spin: 68.9 kcal/mol
HOMO energy: -8.78 eV


Entry 3:
Density functional theory data (ωB97M-V/def2-TZVPD) for a single C4H9NOS molecule.

Last column: Mulliken charge in e.
Element x y z (Å)
S1 0.778 0.631 -0.228  0.90
O1 0.809 0.808 -1.707  -0.65
N1 -0.003 1.990 0.607  -0.60
C1 2.398 0.694 0.229  -0.92
C2 -0.621 -1.813 -0.330  -0.78
C3 -1.679 -0.769 -0.835  -0.47
C4 -0.605 -0.413 0.171  -0.06
H1 -1.813 -0.558 -1.885  0.27
H2 -0.981 -2.648 0.242  0.25
H3 -2.619 -0.978 -0.368  0.26
H4 0.177 2.936 0.164  0.27
H5 -1.076 -0.221 1.038  0.42
H6 3.152 0.269 -0.378  0.32
H7 2.687 0.430 1.264  0.24
H8 0.276 1.868 1.612  0.25
H9 0.168 -2.082 -0.947  0.30

Calculated values
E_LUMO: 0.683 eV
Frontier orbital gap: 8.81 eV
ΔE to the lowest compared entry with this formula, charge and spin: 134.2 kcal/mol
HOMO energy: -8.13 eV
SMILES string: C=[S@@](N)(=O)C1CC1


Entry 4:
Density functional theory data (ωB97M-V/def2-TZVPD) for C4H9NOS as an isolated structure.

Last column: Mulliken charge in e.
Element x y z (Å)
S1 0.161 0.596 -1.643  -0.13
O1 0.826 -2.491 -0.960  -0.58
N1 -1.310 0.331 1.057  -0.70
C1 0.171 1.869 -0.448  -0.63
C2 -0.029 0.890 0.704  -0.06
C3 0.728 -0.179 -0.128  -0.24
C4 0.394 -1.669 0.085  -0.76
H1 1.800 -0.175 0.063  0.52
H2 -0.710 -1.843 0.330  0.30
H3 -1.475 -0.499 0.008  0.40
H4 0.428 1.310 1.622  0.39
H5 -2.188 1.640 0.327  0.21
H6 -0.109 -2.855 -1.775  0.38
H7 -0.695 2.679 -0.269  0.39
H8 1.232 2.306 -0.123  0.24
H9 0.775 -1.912 1.153  0.29

Calculated values
E_LUMO: -0.146 eV
Frontier orbital gap: 8.83 eV
ΔE to the lowest compared entry with this formula, charge and spin: 207.9 kcal/mol
HOMO energy: -8.98 eV


Entry 5:
Density functional theory data (ωB97M-V/def2-TZVPD) for a 2-piece molecular cluster, C4H9NOS overall.

Last column: Mulliken charge in e.
Element x y z (Å)
S1 -1.897 1.087 -0.530  -0.11
O1 0.528 -2.054 0.384  -0.39
N1 0.265 -0.869 1.103  -0.50
C1 0.682 0.140 0.480  0.59
C2 1.503 -0.075 -0.776  -0.98
C3 -2.591 -0.350 -0.951  -0.34
C4 0.640 1.470 1.128  -1.08
H1 -0.166 -2.672 0.701  0.34
H2 1.057 -1.005 -1.187  0.37
H3 -2.210 -0.898 -1.849  0.23
H4 1.522 1.583 1.856  0.28
H5 2.549 -0.281 -0.480  0.31
H6 0.684 2.297 0.451  0.38
H7 -0.396 1.749 1.575  0.33
H8 1.264 0.783 -1.419  0.30
H9 -3.436 -0.905 -0.486  0.27

Calculated values
E_LUMO (spin up / spin down): -0.594 / -0.595 eV
Frontier orbital gap (spin up / spin down): 8.41 / 8.41 eV
ΔE to the lowest compared entry with this formula, charge and spin: 97.1 kcal/mol
HOMO energy (spin up / spin down): -9.00 / -9.00 eV
SMILES string: CC(C)=NO.C=S


Entry 6:
Density functional theory data (ωB97M-V/def2-TZVPD) for a single C4H9NOS molecule.

Last column: Mulliken charge in e.
Element x y z (Å)
S1 2.026 -1.720 -0.412  -0.19
O1 -1.364 -1.216 -0.485  -0.55
N1 -0.217 0.652 0.066  -0.18
C1 -2.032 -0.082 1.505  -1.14
C2 -1.224 -0.258 0.247  0.63
C3 2.011 0.022 -0.906  -0.62
C4 0.633 0.630 -1.116  -0.59
H1 0.132 0.052 -1.891  0.30
H2 1.152 -1.645 0.599  0.08
H3 0.766 1.647 -1.476  0.38
H4 -1.365 -0.382 2.317  0.27
H5 2.651 0.567 -0.208  0.34
H6 2.472 -0.011 -1.894  0.32
H7 -2.876 -0.761 1.503  0.32
H8 -0.371 1.584 0.429  0.27
H9 -2.395 0.921 1.723  0.36

Calculated values
E_LUMO: 0.714 eV
Frontier orbital gap: 9.49 eV
ΔE to the lowest compared entry with this formula, charge and spin: 9.4 kcal/mol
HOMO energy: -8.77 eV
SMILES string: CC(=O)NCCS


Entry 7:
Density functional theory data (ωB97M-V/def2-TZVPD) for a 2-piece molecular cluster, C4H9NOS overall.

Last column: Mulliken charge in e.
Element x y z (Å)
S1 2.450 -0.661 1.293  -0.44
O1 -2.986 1.207 -0.797  -0.47
N1 -1.125 0.998 0.859  -0.44
C1 -2.234 0.450 -0.215  -0.08
C2 -0.654 0.660 -0.406  0.36
C3 -0.011 -0.721 -0.535  -0.61
C4 1.179 -0.729 -1.486  -1.37
H1 1.511 -1.765 -1.382  0.42
H2 -0.163 1.405 -1.025  0.49
H3 1.018 -0.581 -2.550  0.39
H4 2.082 -0.293 -1.077  0.36
H5 2.806 -1.839 1.831  0.09
H6 -1.472 1.961 0.939  0.28
H7 -2.389 -0.596 0.041  0.42
H8 -0.773 -1.459 -0.775  0.31
H9 0.260 -0.945 0.513  0.28

Calculated values
E_LUMO: -3.530 eV
Frontier orbital gap: 4.12 eV
ΔE to the lowest compared entry with this formula, charge and spin: 162.0 kcal/mol
HOMO energy: -7.65 eV


Entry 8:
Density functional theory data (ωB97M-V/def2-TZVPD) for a single C4H9NOS molecule.

Last column: Mulliken charge in e.
Element x y z (Å)
S1 -0.965 -2.357 2.652  0.30
O1 -2.254 -2.489 3.317  -0.55
N1 0.019 -0.155 -0.632  -0.40
C1 -0.896 -0.811 1.533  -0.51
C2 1.044 0.592 -0.792  0.15
C3 0.049 -1.082 0.409  -0.38
C4 1.008 1.731 -1.765  -0.96
H1 -0.182 -1.996 -0.191  0.24
H2 2.083 1.902 -2.300  0.26
H3 1.192 -1.279 0.784  0.30
H4 2.042 0.533 -0.327  0.30
H5 -0.186 -1.729 3.726  0.14
H6 0.176 1.500 -2.480  0.27
H7 -1.945 -0.912 1.129  0.27
H8 0.628 2.721 -1.366  0.25
H9 -0.651 0.173 2.078  0.32

Calculated values
E_LUMO: 0.682 eV
Frontier orbital gap: 10.04 eV
ΔE to the lowest compared entry with this formula, charge and spin: 88.1 kcal/mol
HOMO energy: -9.35 eV


Entry 9:
Density functional theory data (ωB97M-V/def2-TZVPD) for a single C4H9NOS molecule.

Last column: Mulliken charge in e.
Element x y z (Å)
S1 -0.148 2.822 -0.400  0.24
O1 -0.576 2.077 1.288  -0.50
N1 0.922 1.776 -0.858  -0.50
C1 0.805 -1.244 0.515  -1.40
C2 -1.490 -0.302 -0.279  -1.72
C3 -0.144 -0.129 0.554  1.29
C4 0.176 0.975 1.300  -0.43
H1 -2.026 -1.227 -0.234  0.44
H2 -2.183 0.439 -0.100  0.41
H3 -1.340 -0.290 -1.363  0.42
H4 1.821 2.074 -0.494  0.24
H5 1.603 -1.020 1.125  0.44
H6 1.046 -1.481 -0.537  0.28
H7 -1.102 2.154 -0.954  0.17
H8 1.205 0.916 1.669  0.30
H9 0.251 -2.176 0.842  0.30

Calculated values
E_LUMO: 0.370 eV
Frontier orbital gap: 8.78 eV
ΔE to the lowest compared entry with this formula, charge and spin: 109.3 kcal/mol
HOMO energy: -8.41 eV


Entry 10:
Density functional theory data (ωB97M-V/def2-TZVPD) for a single C4H9NOS molecule.

Last column: Mulliken charge in e.
Element x y z (Å)
S1 -1.509 -1.653 -1.192  -0.20
O1 3.086 -0.429 -1.590  -0.55
N1 1.172 0.176 -0.508  0.05
C1 2.426 0.379 -0.986  0.04
C2 0.498 0.794 0.620  -0.59
C3 -0.994 0.543 0.594  -0.26
C4 -1.417 -0.926 0.515  -0.92
H1 -1.323 0.863 1.619  0.27
H2 0.992 0.488 1.546  0.32
H3 -2.387 -1.152 0.961  0.38
H4 -1.466 1.165 -0.175  0.29
H5 0.823 -0.733 -0.777  0.04
H6 -2.767 -1.306 -1.516  0.13
H7 0.672 1.877 0.523  0.34
H8 -0.625 -1.458 1.033  0.39
H9 2.819 1.373 -0.667  0.29

Calculated values
E_LUMO: 0.703 eV
Frontier orbital gap: 10.08 eV
ΔE to the lowest compared entry with this formula, charge and spin: 22.1 kcal/mol
HOMO energy: -9.38 eV
SMILES string: O=CNCCCS


Entry 11:
Density functional theory data (ωB97M-V/def2-TZVPD) for a single C4H9NOS2 molecule.

Last column: Mulliken charge in e.
Element x y z (Å)
S1 0.950 -2.592 0.657  -0.22
S2 -0.365 -1.012 -2.166  -0.23
O1 1.590 0.510 0.087  -0.55
N1 -0.288 1.747 -1.050  -0.57
C1 0.459 0.412 1.037  -0.20
C2 -0.960 -0.746 -0.473  -0.64
C3 -0.638 0.881 0.043  -0.02
C4 -0.165 -1.187 0.959  -0.34
H1 1.650 -2.658 1.756  0.14
H2 -1.993 -0.856 -0.376  0.45
H3 0.734 1.032 1.872  0.42
H4 1.791 -0.520 -0.119  0.34
H5 0.676 2.079 -0.891  0.22
H6 -1.511 1.423 0.477  0.35
H7 -0.824 2.570 -1.108  0.23
H8 -0.190 0.354 -2.434  0.19
H9 -0.915 -1.437 1.729  0.43

Calculated values
E_LUMO: 0.662 eV
Frontier orbital gap: 9.29 eV
ΔE to the lowest compared entry with this formula, charge and spin: 74.3 kcal/mol
HOMO energy: -8.63 eV
SMILES string: N[C@@H]1[C@H](O)[C@H](S)[C@@H]1S


Entry 12:
Density functional theory data (ωB97M-V/def2-TZVPD) for C4H9NS as an isolated structure.

Last column: Mulliken charge in e.
Element x y z (Å)
S1 -0.943 -1.583 -0.165  -0.16
N1 2.389 -0.659 0.267  -0.65
C1 -1.108 0.809 -0.397  -0.93
C2 -0.020 -0.209 -0.746  0.10
C3 1.126 0.224 0.104  -0.76
C4 -1.754 -0.064 0.703  -0.51
H1 -1.677 0.811 -1.306  0.30
H2 0.707 0.448 1.120  0.29
H3 1.881 -1.558 0.516  0.28
H4 -0.807 1.733 -0.034  0.42
H5 -1.483 0.050 1.943  0.24
H6 1.290 1.326 -0.194  0.29
H7 0.369 -0.230 -1.724  0.45
H8 2.796 -0.942 -0.549  0.26
H9 -2.768 -0.155 0.462  0.38

Calculated values
E_LUMO: 0.769 eV
Frontier orbital gap: 9.48 eV
ΔE to the lowest compared entry with this formula, charge and spin: 58.3 kcal/mol
HOMO energy: -8.71 eV


Entry 13:
Density functional theory data (ωB97M-V/def2-TZVPD) for a 2-piece molecular cluster, C4H9NS overall.

Last column: Mulliken charge in e.
Element x y z (Å)
S1 1.526 1.090 1.491  -0.20
N1 -0.910 -0.976 -0.579  -0.30
C1 -1.549 -0.714 -1.779  0.03
C2 -2.892 -0.771 -1.993  -0.69
C3 2.496 -0.070 0.467  -0.70
C4 -1.115 -0.108 0.362  -0.44
H1 3.517 -0.277 0.898  0.32
H2 2.481 1.501 2.352  0.10
H3 -3.300 -0.477 -2.943  0.27
H4 -0.863 -0.567 -2.657  0.26
H5 2.533 0.408 -0.535  0.25
H6 -1.253 -0.405 1.430  0.29
H7 -3.620 -0.809 -1.149  0.22
H8 1.979 -1.036 0.334  0.25
H9 -1.148 1.042 0.121  0.33

Calculated values
E_LUMO: 0.570 eV
Frontier orbital gap: 9.32 eV
ΔE to the lowest compared entry with this formula, charge and spin: 67.6 kcal/mol
HOMO energy: -8.75 eV
SMILES string: C=CN=C.CS


Entry 14:
Density functional theory data (ωB97M-V/def2-TZVPD) for a single C4H9NS molecule.

Last column: Mulliken charge in e.
Element x y z (Å)
S1 3.531 -0.167 0.119  -0.19
N1 1.864 0.373 -0.230  -0.39
C1 -0.436 -0.095 -0.177  0.85
C2 0.947 -0.360 0.321  -0.23
C3 -1.044 1.271 0.244  -1.41
C4 -1.442 -1.179 -0.053  -1.37
H1 -1.445 -1.699 0.919  0.34
H2 -0.257 0.247 -1.270  0.09
H3 -1.806 1.573 -0.481  0.33
H4 4.009 0.451 -0.963  0.16
H5 -2.441 -0.789 -0.294  0.35
H6 -1.037 -1.995 -0.689  0.34
H7 -1.474 1.312 1.232  0.35
H8 -0.135 1.945 0.078  0.38
H9 1.167 -0.889 1.242  0.41

Calculated values
E_LUMO: 0.760 eV
Frontier orbital gap: 9.59 eV
ΔE to the lowest compared entry with this formula, charge and spin: 44.6 kcal/mol
HOMO energy: -8.83 eV
SMILES string: CC(C)/C=N/S


Entry 15:
Density functional theory data (ωB97M-V/def2-TZVPD) for a single C4H9NS molecule.

Last column: Mulliken charge in e.
Element x y z (Å)
S1 -2.505 -0.127 -0.225  -0.22
N1 0.791 -0.781 -1.025  -0.69
C1 1.439 -0.680 0.231  -0.70
C2 0.232 1.644 -0.183  -1.48
C3 -0.988 -0.517 0.671  -0.72
C4 0.237 0.107 -0.005  1.17
H1 0.630 2.007 0.779  0.31
H2 -1.186 -0.155 1.711  0.31
H3 0.943 1.971 -0.907  0.41
H4 -2.110 -0.668 -1.396  0.12
H5 0.364 -1.682 -1.131  0.28
H6 -0.760 2.074 -0.363  0.33
H7 -0.824 -1.604 0.593  0.34
H8 2.370 -0.128 0.273  0.28
H9 1.367 -1.461 0.977  0.27

Calculated values
E_LUMO: 0.906 eV
Frontier orbital gap: 10.02 eV
ΔE to the lowest compared entry with this formula, charge and spin: 34.5 kcal/mol
HOMO energy: -9.11 eV
SMILES string: C[C@]1(CS)CN1


Asked for total energy across the records above, the calculation gives -685.99745, -685.90920, -685.80507, -685.68769, -685.86417, -686.00393, -685.76076, -685.87853, -685.84483, -685.98365, -1084.07793, -610.66074, -610.64604, -610.68267, -610.69871 Ha in order.